A structure of composition C44H49Br2F4LuN10O2SSi4 at a distorted geometry. Source: OMol25; level of theory: ωB97M-V with the def2-TZVPD basis set.

```
117
Properties=species:S:1:pos:R:3:forces:R:3:lowdin_charge:R:1
Lu -0.0218 0.2813 -0.1527 0.605 0.581 -0.534 1.407
O -1.4788 -0.9893 1.1195 -0.395 -0.077 0.377 -0.426
C -2.5365 -0.5986 0.3338 -1.093 -0.134 0.069 -0.466
N -3.3902 0.3106 0.4960 0.266 -0.034 -0.202 0.214
C -3.4546 1.3808 1.3810 0.088 0.218 0.300 -0.220
C -4.7402 1.8659 1.6525 0.050 0.127 -0.049 -0.067
C -4.9359 2.9856 2.4261 -0.088 -0.077 -0.048 -0.091
C -3.8217 3.6576 2.9176 0.098 0.033 0.006 -0.071
C -2.5504 3.2301 2.6026 -0.053 0.067 0.074 -0.024
C -2.3207 2.0995 1.8002 -0.145 -0.173 -0.026 -0.201
N -1.0383 1.8380 1.2867 0.143 -0.233 -0.264 -0.003
C -0.0013 2.2525 2.0636 0.310 0.101 0.131 -0.580
O 0.0478 2.2719 3.2843 0.018 0.208 -0.081 0.026
C 1.1953 2.8057 1.2929 0.459 0.269 0.552 -0.601
C 1.1111 4.3183 1.1799 -0.207 0.048 0.080 -0.042
C 2.1552 5.0263 0.7785 0.014 0.027 -0.107 -0.052
C 3.4755 4.4523 0.3105 0.027 -0.100 -0.105 -0.288
C 2.5544 2.3252 -0.4239 0.055 0.021 -0.244 -0.155
N 1.3447 2.2388 -0.0551 -0.201 -0.416 0.205 -0.060
C -2.5855 -1.1214 -1.0767 0.032 0.082 -0.086 -0.265
C -3.4585 -2.0570 -1.5940 0.038 -0.128 0.016 -0.005
C -3.4805 -2.2351 -2.9697 0.061 0.058 -0.019 -0.023
C -2.6602 -1.4551 -3.7705 -0.054 0.012 0.034 -0.029
C -1.8125 -0.5446 -3.1659 0.192 0.102 -0.078 -0.123
N -1.7652 -0.3859 -1.8443 0.032 -0.261 0.426 -0.011
H -5.5771 1.3162 1.2408 -0.001 0.058 -0.063 0.117
H -5.9348 3.3481 2.6282 -0.005 -0.040 0.026 0.105
H -3.9461 4.5447 3.5257 0.012 -0.005 0.003 0.106
H -1.7035 3.7866 2.9780 -0.025 0.001 -0.028 0.111
H 0.1862 4.8005 1.4762 0.013 0.021 -0.033 0.119
H 2.0863 6.1083 0.7344 -0.043 -0.007 -0.029 0.117
H 4.2903 4.9452 0.8630 -0.004 -0.055 0.033 0.153
H 2.8761 1.9549 -1.3898 -0.001 -0.055 0.034 0.105
H -4.1062 -2.6288 -0.9464 -0.001 0.024 0.045 0.102
H -4.1404 -2.9691 -3.4130 -0.021 0.013 0.008 0.119
H -2.6727 -1.5451 -4.8471 0.009 0.000 -0.001 0.115
H -1.1454 0.0813 -3.7434 -0.027 -0.089 0.025 0.092
Br 0.3457 -2.7440 -1.3433 0.101 -0.226 -0.048 0.697
C 2.2150 -2.8520 -1.3061 -0.026 -0.359 -0.375 -0.539
Br 2.2632 -0.7403 0.7826 -0.272 -0.063 0.195 0.195
H 2.7239 -2.3960 -2.1401 -0.023 0.137 0.056 -0.022
H 2.6221 -3.7175 -0.8090 -0.064 0.070 0.121 -0.006
C -0.1006 -3.2314 5.2713 -0.119 0.119 -0.099 -0.225
Si 0.3356 -2.3456 3.6472 0.179 -0.457 0.398 0.425
C 1.2080 -3.6710 2.6020 -0.178 0.203 -0.068 -0.230
C 1.3956 -0.8617 4.1338 -0.261 0.031 -0.118 -0.231
Si -1.8263 -1.8840 2.7387 0.405 0.279 -0.654 0.607
Si -3.1632 -0.7544 4.3625 -0.221 0.144 0.581 0.451
C -4.9449 -0.2595 3.9422 0.215 -0.206 -0.265 -0.193
C -3.4003 -2.1073 5.6755 0.230 -0.046 -0.134 -0.210
C -2.1727 0.6426 5.1537 -0.037 -0.132 -0.259 -0.190
Si -2.9808 -3.8149 1.9785 -0.278 -0.500 0.142 0.440
C -4.7923 -3.3346 1.6365 0.262 0.103 0.022 -0.211
C -2.9416 -5.0778 3.3876 0.002 0.153 -0.038 -0.211
C -2.2648 -4.7094 0.4726 0.106 0.300 0.132 -0.212
H 0.7872 -3.7278 5.6709 0.070 0.023 -0.074 0.040
H -0.8735 -3.9935 5.1421 0.043 0.009 0.021 0.011
H -0.4460 -2.5253 6.0293 0.071 -0.027 -0.029 0.014
H 0.9756 -4.6648 2.9940 -0.052 0.042 0.039 0.028
H 2.2905 -3.5391 2.6330 0.013 0.051 0.028 0.026
H 0.9064 -3.6450 1.5543 0.033 0.050 -0.040 -0.024
H 1.2790 -0.6561 5.2006 -0.069 -0.082 0.001 0.034
H 1.1223 0.0499 3.6052 0.045 0.037 -0.032 -0.023
H 2.4519 -1.0466 3.9364 -0.016 -0.075 -0.065 0.023
H -5.6321 -1.0587 4.2265 0.070 -0.064 0.051 0.029
H -5.0937 -0.0516 2.8864 -0.065 -0.098 0.132 -0.015
H -5.2266 0.6397 4.4932 0.075 0.017 0.007 0.039
H -3.9111 -2.9851 5.2755 -0.057 0.083 0.016 0.008
H -4.0213 -1.7134 6.4838 -0.020 0.109 -0.038 0.042
H -2.4597 -2.4409 6.1154 -0.135 0.011 -0.013 0.001
H -1.6470 1.2592 4.4221 -0.018 -0.033 0.074 -0.004
H -1.4212 0.2248 5.8289 0.016 -0.033 -0.030 0.030
H -2.8163 1.3012 5.7413 -0.089 -0.063 0.002 0.038
H -5.3659 -3.3287 2.5661 0.041 0.029 0.025 0.028
H -5.2821 -4.0337 0.9546 0.058 -0.067 0.011 0.032
H -4.8729 -2.3327 1.2064 -0.041 -0.009 0.014 0.007
H -3.2967 -4.6586 4.3298 0.028 -0.056 -0.032 0.003
H -1.9272 -5.4488 3.5512 0.003 0.016 -0.030 0.025
H -3.5720 -5.9388 3.1529 -0.018 0.020 -0.078 0.037
H -2.1006 -4.0456 -0.3736 0.016 0.000 -0.065 -0.037
H -2.9370 -5.5051 0.1428 -0.085 0.017 0.104 0.039
H -1.3034 -5.1661 0.7163 0.010 0.034 0.026 0.028
F 4.8794 -0.5562 -5.7647 0.163 -0.019 0.028 0.122
C 3.6963 -0.2394 -6.2870 -0.172 0.017 -0.039 -0.152
C 3.5496 -0.2874 -7.6465 -0.118 0.047 0.070 -0.145
F 4.6013 -0.6369 -8.3744 0.163 -0.007 -0.062 0.132
C 2.3330 0.0253 -8.2984 -0.018 -0.017 -0.056 -0.044
C 1.2632 0.3338 -7.4250 0.160 -0.050 0.071 -0.149
C 1.4149 0.3585 -6.0686 0.253 -0.092 -0.098 -0.144
F 0.3434 0.6410 -5.3121 -0.145 0.110 0.011 0.092
C 2.6385 0.1011 -5.4250 -0.144 -0.010 0.117 -0.037
C 2.7771 0.1673 -4.0032 0.262 0.020 -0.198 -0.160
C 1.7291 0.3239 -3.1105 -0.264 -0.094 0.178 -0.169
N 0.9599 0.4151 -2.2487 0.008 0.092 -0.103 0.048
C 4.0209 0.1513 -3.3166 0.204 -0.011 0.066 -0.221
N 4.9707 0.1793 -2.6607 -0.074 -0.051 -0.041 0.182
F 0.0586 0.5883 -7.9211 -0.181 0.058 -0.066 0.125
C 2.1970 0.0301 -9.7092 -0.020 -0.006 0.140 -0.133
C 3.2069 -0.4104 -10.5989 0.183 -0.093 -0.121 -0.190
N 3.9724 -0.7682 -11.3831 -0.028 0.026 0.048 0.189
C 1.0393 0.5072 -10.3724 -0.190 0.122 -0.065 -0.191
N 0.1393 0.9168 -10.9650 0.028 -0.061 0.026 0.187
S 2.7766 2.4836 2.1733 0.038 0.106 -0.374 1.031
C 3.5575 2.9245 0.5470 -0.371 0.107 0.384 -0.612
N 3.5594 4.7053 -1.1380 0.098 0.041 0.128 -0.015
C 4.9085 4.7679 -1.6948 0.022 -0.108 -0.060 -0.219
C 5.6126 3.4172 -1.6673 -0.069 0.117 0.122 -0.174
C 5.9486 2.9684 -0.2421 -0.182 0.014 -0.131 -0.196
N 4.8629 2.3452 0.5095 0.084 -0.025 -0.072 -0.018
H 3.0632 5.5586 -1.3558 -0.039 0.000 -0.019 0.110
H 5.5352 5.4987 -1.1584 -0.006 0.030 -0.020 0.116
H 4.8109 5.1071 -2.7273 0.009 0.030 0.013 0.116
H 6.5386 3.4982 -2.2415 0.013 0.017 0.020 0.115
H 4.9976 2.6596 -2.1581 0.092 0.028 -0.025 0.075
H 6.3127 3.8323 0.3227 0.095 -0.031 0.009 0.110
H 6.7549 2.2371 -0.2642 0.003 0.000 0.026 0.119
H 4.7978 1.3495 0.3347 0.033 0.020 0.031 0.098
```
Positions in Å, forces in eV/Å.

Properties
Gap between HOMO and LUMO (alpha / beta), eV: 7.124 / 5.745
DFT total energy, hartree: -10743.3947
F_max, eV/Å: 1.10
Multiplicity: 1
Highest occupied orbital energy (alpha / beta), Eh: -0.2829 / -0.3009
Total charge: 0
ΔE to the lowest compared entry with this formula, charge and spin, kJ/mol: 0.00

An isolated molecule of C4H2F4 at a distorted geometry. Source: OMol25; level of theory: ωB97M-V with the def2-TZVPD basis set.

```
10
Properties=species:S:1:pos:R:3:forces:R:3:lowdin_charge:R:1
C -0.1374 0.6144 -2.3673 0.093 -1.666 1.887 0.076
C 0.1350 0.0648 -1.3185 0.877 -0.890 2.919 0.020
C 0.6110 -0.5507 0.2706 -0.458 -1.584 -4.188 -0.156
F 1.9143 -0.2299 0.4281 -0.379 0.747 0.631 0.038
C -0.3837 0.0590 1.2474 -0.398 3.031 1.651 -0.599
F -1.6438 -0.2703 1.0606 -0.227 -1.244 -0.739 0.174
F -0.1516 -0.1205 2.5762 0.688 -0.698 -1.012 0.133
F -0.3801 1.4171 1.0949 0.610 -0.418 -0.129 0.113
H -0.5963 0.7343 -3.3052 0.022 0.590 -0.639 0.018
H 0.6327 -1.7182 0.3132 -0.828 2.131 -0.381 0.184
```
Positions in Å, forces in eV/Å.

Properties
Gap between HOMO and LUMO, eV: 11.774
DFT total energy, hartree: -552.9688
F_max, eV/Å: 4.50
Multiplicity: 1
Highest occupied orbital energy, Eh: -0.4048
Total charge: 0
ΔE to the lowest compared entry with this formula, charge and spin, kJ/mol: 97.75

Copy entry 2 word for word.
An isolated molecule of C4H2F4 at a distorted geometry. Source: OMol25; level of theory: ωB97M-V with the def2-TZVPD basis set.

```
10
Properties=species:S:1:pos:R:3:forces:R:3:lowdin_charge:R:1
C -0.1374 0.6144 -2.3673 0.093 -1.666 1.887 0.076
C 0.1350 0.0648 -1.3185 0.877 -0.890 2.919 0.020
C 0.6110 -0.5507 0.2706 -0.458 -1.584 -4.188 -0.156
F 1.9143 -0.2299 0.4281 -0.379 0.747 0.631 0.038
C -0.3837 0.0590 1.2474 -0.398 3.031 1.651 -0.599
F -1.6438 -0.2703 1.0606 -0.227 -1.244 -0.739 0.174
F -0.1516 -0.1205 2.5762 0.688 -0.698 -1.012 0.133
F -0.3801 1.4171 1.0949 0.610 -0.418 -0.129 0.113
H -0.5963 0.7343 -3.3052 0.022 0.590 -0.639 0.018
H 0.6327 -1.7182 0.3132 -0.828 2.131 -0.381 0.184
```
Positions in Å, forces in eV/Å.

Properties
Gap between HOMO and LUMO, eV: 11.774
DFT total energy, hartree: -552.9688
F_max, eV/Å: 4.50
Multiplicity: 1
Highest occupied orbital energy, Eh: -0.4048
Total charge: 0
ΔE to the lowest compared entry with this formula, charge and spin, kJ/mol: 97.75